Record 1
This record from the OMol25 dataset describes a cluster of 8 separate species, C23H62O22S7 in total. The level of theory is ωB97M-V/def2-TZVPD.

Geometry as XYZ:
```
114
C23H62O22S7 (ωB97M-V/def2-TZVPD)
S 6.506 3.771 -0.110
S 1.319 8.943 -0.305
S -7.097 2.647 1.844
S -3.657 -10.283 -1.806
S -2.421 -4.960 7.604
S 3.289 -2.549 -9.020
S 0.264 -1.814 0.443
O 0.507 -0.248 0.954
O -5.979 3.260 0.760
O -2.930 -8.988 -1.765
O 5.872 3.819 1.444
O 0.612 -2.697 1.560
O 0.816 -2.005 -0.927
O -1.017 -5.150 8.394
O 7.916 3.266 -0.037
O 1.594 7.735 -1.036
O 4.420 -1.810 -9.560
O 2.091 -2.896 -9.833
O 1.660 10.270 -1.196
O -4.254 -10.862 -3.025
O 0.081 9.229 0.368
O 6.126 5.020 -0.768
O -8.491 3.113 1.581
O -2.334 -5.428 6.212
O -3.488 -5.312 8.531
O -6.871 1.219 2.133
O -0.031 3.949 -4.944
O -4.876 -10.210 -0.736
O 3.805 -3.937 -8.313
C -5.338 -10.383 1.548
C 0.147 -4.891 7.625
C -6.658 3.548 3.306
C 0.301 0.160 2.286
C 2.720 -1.575 -7.592
C -7.053 4.669 -0.784
C -2.385 -3.081 7.432
C -1.435 2.503 -3.939
C 5.279 -5.114 -6.671
C 2.715 9.121 0.937
C -1.391 3.536 -5.079
C 6.179 3.497 3.635
C -6.047 4.615 0.321
C 6.275 2.759 2.354
C 5.384 2.459 -0.699
C -4.598 -9.529 0.516
C 1.299 -5.833 8.057
C 0.158 1.691 2.332
C 5.030 -3.887 -7.493
C -1.610 -1.863 0.393
C 2.964 11.519 -2.772
C -2.717 -11.618 -0.874
C 2.548 10.128 -2.340
H 3.666 8.705 0.607
H 6.492 2.881 4.478
H 6.243 -4.976 -6.182
H 2.730 10.163 1.256
H -0.789 1.637 -4.084
H 5.028 -3.016 -6.837
H -0.500 1.968 1.508
H -7.970 4.130 -0.546
H 6.769 4.409 3.547
H 5.880 -3.806 -8.170
H -4.922 -11.390 1.591
H -2.005 -1.114 -0.294
H -1.644 -11.434 -0.927
H 2.219 12.301 -2.625
H -2.427 2.098 -3.739
H 0.099 4.419 -4.118
H -7.033 4.569 3.220
H 0.543 -3.899 7.839
H 4.612 -5.321 -5.834
H -5.570 3.553 3.358
H 5.178 3.785 3.959
H -3.181 -2.767 6.757
H -1.989 4.421 -4.863
H -2.974 -12.504 -1.454
H 3.636 -1.291 -7.074
H -5.009 -8.520 0.489
H -6.981 2.972 4.174
H 2.169 -5.612 7.439
H 5.747 1.805 2.382
H 4.354 2.742 -0.482
H 3.463 9.591 -2.093
H 3.929 11.798 -2.350
H -3.023 -11.707 0.169
H -6.394 -10.501 1.308
H 5.209 -6.043 -7.238
H -0.161 2.189 3.248
H -6.680 4.236 -1.712
H 2.220 -0.708 -8.023
H -1.609 3.111 -6.059
H -2.497 -2.767 8.469
H 3.077 11.649 -3.848
H 1.938 9.641 -3.101
H -6.312 5.286 1.137
H -5.296 -9.857 2.501
H 2.097 -2.150 -6.907
H 1.486 -5.736 9.127
H 1.030 -6.871 7.859
H 5.505 2.251 -1.763
H 0.004 -4.984 6.548
H -2.090 -1.759 1.366
H 1.113 -0.122 2.957
H -0.655 -0.196 2.670
H -3.533 -9.468 0.741
H 7.335 2.528 2.253
H -1.447 -2.743 6.991
H -1.908 -2.818 -0.040
H 1.134 2.140 2.147
H 5.707 1.526 -0.237
H -7.275 5.711 -1.014
H 2.286 8.407 1.641
H -1.093 2.904 -2.985
H -5.126 5.035 -0.083
```

The energy above the lowest of the compared OMol25 structures with the same formula, charge and spin is 118.8 kcal/mol. Its SMILES is CCOS(C)(=O)=O.CCOS(C)(=O)=O.CCOS(C)(=O)=O.CCOS(C)(=O)=O.CCOS(C)(=O)=O.CCOS(C)(=O)=O.CCOS(C)(=O)=O.CCO. For the gap between HOMO and LUMO, the calculation gives 9.91 eV. For the calculated total energy, the calculation gives -145739.66805 eV. Its total charge is 0.



Record 2
This record from the OMol25 dataset describes a structure of composition C33H28IIrNO3PS2. The level of theory is ωB97M-V/def2-TZVPD.

Geometry as XYZ:
```
70
C33H28IIrNO3PS2 (ωB97M-V/def2-TZVPD)
Ir -0.213 0.286 -0.519
I -0.278 -2.414 -0.175
S -1.176 2.491 -1.902
S -3.594 -0.728 -2.681
P 2.125 -0.035 -1.074
O -0.226 0.526 1.837
O -0.912 2.566 -0.470
O -0.097 2.860 -2.750
N -1.585 0.867 -2.120
C 2.615 -3.464 -3.421
C 2.574 1.355 -2.134
C -0.872 2.166 3.456
C -2.745 3.131 -2.436
C -4.777 2.221 -3.352
C 4.336 0.883 0.397
C 0.619 -4.814 -3.649
C -4.405 4.611 -3.234
C 3.192 2.332 -4.237
C -3.152 4.423 -2.656
C -5.201 3.525 -3.573
C 2.751 -1.531 -1.944
C 2.764 3.745 -2.336
C -1.267 -0.014 2.660
C 2.479 2.632 -1.570
C 2.894 1.215 -3.482
C 0.727 -3.094 -1.972
C 3.126 3.595 -3.667
C 4.706 -2.259 -3.191
C 5.001 -0.073 2.499
C 2.004 -2.655 -2.400
C -2.838 0.753 -2.515
C 5.219 0.819 1.460
C 4.083 -1.385 -2.300
C 0.054 -4.134 -2.569
C 3.237 0.027 0.365
C 3.960 -3.239 -3.789
C 3.024 -0.876 1.406
C -2.021 1.194 3.191
C 0.131 1.821 2.355
C -3.523 2.028 -2.782
C 1.888 -4.498 -4.049
C 3.908 -0.926 2.467
H 3.462 2.213 -5.274
H -2.595 0.969 4.085
H 5.750 -2.120 -3.432
H -0.906 -4.450 -2.189
H -1.190 3.202 3.399
H 2.917 0.234 -3.930
H 3.330 4.464 -4.270
H -1.877 -0.697 2.067
H -6.163 3.700 -4.030
H -0.797 -0.572 3.480
H 6.086 1.461 1.468
H 2.168 -1.535 1.380
H 1.162 1.774 2.721
H 2.359 -5.042 -4.854
H -2.526 5.260 -2.396
H -4.751 5.611 -3.436
H -5.390 1.381 -3.644
H 4.503 1.591 -0.403
H 2.689 4.731 -1.903
H 4.405 -3.870 -4.544
H -2.692 1.587 2.426
H 3.753 -1.636 3.264
H 4.643 -0.550 -1.899
H 5.682 -0.098 3.335
H -0.442 1.986 4.440
H 2.175 2.746 -0.537
H 0.063 -5.606 -4.122
H 0.078 2.531 1.527
```

For the gap between HOMO and LUMO, the calculation gives 5.09 eV. For the calculated total energy, the calculation gives -84189.57996 eV. Its total charge is +2.



Record 3
This record from the OMol25 dataset describes a cluster of 2 separate species, CH6OS in total. The level of theory is ωB97M-V/def2-TZVPD.

Geometry as XYZ:
```
9
CH6OS (ωB97M-V/def2-TZVPD)
S -0.774 -0.161 -2.055
O 1.278 -0.084 1.402
C 0.472 0.504 2.418
H 0.716 -0.508 0.755
H 0.861 1.508 2.605
H -0.200 -0.089 -0.857
H -0.571 0.594 2.106
H 0.495 -0.125 3.310
H -1.694 -1.065 -1.722
```

The energy above the lowest of the compared OMol25 structures with the same formula, charge and spin is 14.0 kcal/mol. Its SMILES is CO.S. For the gap between HOMO and LUMO, the calculation gives 10.70 eV. For the calculated total energy, the calculation gives -14016.23784 eV. Its total charge is 0.



Record 4
This record from the OMol25 dataset describes an isolated molecule of C21H21N5O5S. The level of theory is ωB97M-V/def2-TZVPD.

Geometry as XYZ:
```
53
C21H21N5O5S (ωB97M-V/def2-TZVPD)
S 1.888 -2.905 0.214
O -4.123 2.845 -1.410
O 1.118 0.230 1.301
O -2.543 -4.387 0.768
O 5.298 -1.211 -0.960
O -5.091 1.457 0.155
N 0.278 -0.326 -2.121
N 3.535 -0.409 0.250
N -0.420 -1.646 -0.520
N 0.365 2.123 0.291
N 1.339 -1.020 -1.679
C -1.600 1.079 1.285
C 4.207 -1.346 -0.455
C -3.151 2.337 -0.595
C 2.719 1.831 0.557
C -3.735 1.499 0.359
C -1.798 2.555 -0.634
C 5.062 1.477 0.067
C -3.857 -3.895 0.893
C -1.259 -2.317 0.428
C 5.280 2.838 0.130
C 2.969 3.201 0.632
C -5.343 2.312 -0.939
C 0.919 -1.808 -0.724
C 1.347 1.305 0.764
C -1.730 -3.678 -0.125
C 3.790 0.955 0.296
C 4.238 3.704 0.429
C 3.485 -2.684 -0.616
C -0.760 -0.700 -1.438
C -2.976 0.865 1.310
C -1.013 1.897 0.327
H 3.328 -2.836 -1.685
H -4.337 -3.794 -0.087
H -2.250 -3.517 -1.083
H -5.833 1.744 -1.746
H -3.430 0.237 2.058
H 5.868 0.801 -0.162
H 0.659 2.870 -0.322
H -0.858 -4.316 -0.297
H 6.272 3.227 -0.042
H -1.753 -0.320 -1.561
H -2.114 -1.670 0.633
H -1.357 3.194 -1.380
H -4.398 -4.630 1.485
H 2.628 -0.660 0.642
H -6.005 3.133 -0.621
H 4.415 4.766 0.501
H 2.164 3.877 0.886
H 4.126 -3.482 -0.239
H -3.891 -2.929 1.407
H -0.977 0.597 2.019
H -0.695 -2.474 1.352
```

The energy above the lowest of the compared OMol25 structures with the same formula, charge and spin is 0.0 kcal/mol. Its SMILES is COCCn1cnnc1SCC(=O)Nc1ccccc1C(=O)Nc1ccc2c(c1)OCO2. For the gap between HOMO and LUMO, the calculation gives 8.56 eV. For the calculated total energy, the calculation gives -50640.99319 eV. Its total charge is 0.



Record 5
This record from the OMol25 dataset describes an isolated molecule of Br2OS2. The level of theory is ωB97M-V/def2-TZVPD.

Geometry as XYZ:
```
5
Br2OS2 (ωB97M-V/def2-TZVPD)
Br -2.268 1.190 0.208
Br 1.142 1.834 -0.108
S 1.588 0.229 1.061
S -0.818 0.041 -1.000
O -0.182 -0.873 -0.137
```

The energy above the lowest of the compared OMol25 structures with the same formula, charge and spin is 19.8 kcal/mol. For the gap between HOMO and LUMO (spin up / spin down), the calculation gives 7.26 / 6.99 eV. For the calculated total energy, the calculation gives -163800.60126 eV. Its total charge is 0.



Record 6
This record from the OMol25 dataset describes a cluster of 2 separate species, H3N4 in total. The level of theory is ωB97M-V/def2-TZVPD.

Geometry as XYZ:
```
7
H3N4 (ωB97M-V/def2-TZVPD)
N -0.550 0.127 -0.019
N 2.789 0.925 -0.064
N -1.670 -0.309 -0.257
N 3.763 0.860 0.412
H -2.039 -1.328 -0.250
H 0.239 -0.464 0.288
H -2.531 0.188 -0.111
```

The energy above the lowest of the compared OMol25 structures with the same formula, charge and spin is 18.5 kcal/mol. For the gap between HOMO and LUMO, the calculation gives 10.13 eV. For the calculated total energy, the calculation gives -5999.60049 eV. Its total charge is +1.



Record 7
This record from the OMol25 dataset describes a structure of composition C49H62BrGeI2InN3OPSe. The level of theory is ωB97M-V/def2-TZVPD.

Geometry as XYZ:
```
122
C49H62BrGeI2InN3OPSe (ωB97M-V/def2-TZVPD)
I -1.317 2.523 2.247
I 1.192 0.583 3.966
In 0.001 -0.896 -0.727
Br -2.430 0.858 -1.030
Se -1.227 -1.469 1.561
Ge 1.831 0.969 -0.926
P 3.175 -2.123 0.885
O -0.605 -0.898 -2.730
N 3.157 -4.022 2.974
N 4.218 -4.725 0.900
N 1.797 -4.551 1.042
C 1.106 2.362 -2.097
C -3.121 -1.759 1.355
C 0.189 3.309 -1.641
C 4.459 -3.373 0.378
C 0.884 -2.989 -0.735
C -2.212 0.868 -2.920
C 2.993 -4.421 -4.196
C -5.065 -2.650 0.251
C 2.988 -5.264 0.420
C -7.390 -2.384 1.178
C -3.950 -1.255 2.368
C 1.472 2.399 -3.443
C -1.111 0.054 -4.869
C -0.076 -0.739 -5.688
C -3.494 4.093 -5.577
C -2.920 1.723 -5.035
C 2.827 1.813 0.540
C 4.321 2.985 2.610
C -3.688 -2.471 0.288
C -3.693 2.371 -7.357
C 1.046 -1.381 -4.870
C 0.067 4.312 -3.820
C -1.270 -0.026 -3.467
C -5.298 2.369 -5.465
C 4.259 -4.755 2.357
C 0.957 3.363 -4.299
C 4.835 1.912 1.897
C -3.408 -0.494 3.545
C -0.800 -1.847 -6.463
C 3.239 -2.578 2.694
C 1.594 -3.452 -1.958
C 2.334 2.901 1.258
C -5.323 -1.467 2.291
C 1.621 -3.087 0.569
C 2.768 -2.836 -2.397
C 0.614 0.210 -6.686
C 1.801 -5.012 -3.805
C 3.070 3.485 2.278
C -3.837 2.625 -5.857
C 3.466 -3.322 -3.490
C 1.114 -4.534 -2.697
C -5.904 -2.157 1.240
C -0.453 1.920 4.082
C 4.097 1.340 0.870
C -0.322 4.279 -2.489
C 1.920 -4.594 2.554
C -3.010 1.719 -3.648
C -1.961 0.891 -5.592
C -2.862 -3.073 -0.812
H 4.523 0.515 0.308
H -4.172 4.754 -6.122
H 1.364 3.315 1.022
H 2.664 4.334 2.816
H 2.168 1.664 -3.830
H -1.852 0.889 -6.666
H -7.632 -3.438 1.331
H 4.372 -2.822 -3.811
H 1.400 -5.847 -4.365
H 2.419 -2.072 3.211
H -0.055 -3.542 -0.600
H 0.182 -5.004 -2.399
H 2.901 -5.150 -0.660
H -0.328 5.071 -4.483
H 2.893 -6.316 0.697
H -3.498 -3.598 -1.523
H -5.553 1.314 -5.580
H -5.954 -1.070 3.078
H -2.692 2.615 -7.716
H -0.152 3.283 -0.612
H 4.207 -5.795 2.688
H -1.228 1.423 4.652
H -0.061 0.585 -7.455
H -1.266 -2.553 -5.773
H -3.707 2.360 -3.126
H -3.575 4.323 -4.514
H -7.907 -1.809 1.944
H -0.099 2.810 4.586
H -5.494 -3.193 -0.584
H 3.114 -1.936 -1.898
H -3.904 1.330 -7.611
H 0.943 -5.033 0.753
H -2.703 -1.095 4.124
H -2.870 0.392 3.210
H -2.471 4.314 -5.889
H -7.794 -2.094 0.207
H 4.548 -3.417 -0.706
H 3.533 -4.794 -5.055
H 1.767 -1.820 -5.564
H -5.493 2.648 -4.429
H 0.685 -2.161 -4.209
H 2.968 0.317 -1.767
H 0.923 -2.704 1.324
H 1.252 3.375 -5.341
H -1.031 5.007 -2.113
H -2.138 -3.785 -0.405
H -4.402 2.999 -7.900
H 1.568 -0.644 -4.256
H 1.423 -0.320 -7.192
H -1.580 -1.438 -7.108
H -2.306 -2.320 -1.370
H 5.417 -3.024 0.770
H -5.967 2.956 -6.098
H 1.064 -4.049 2.954
H 5.202 -4.326 2.691
H 1.870 -5.645 2.848
H 5.820 1.528 2.132
H 4.895 3.434 3.410
H -4.222 -0.185 4.201
H -0.092 -2.396 -7.089
H 4.172 -2.201 3.116
H 1.040 1.068 -6.164
```

The energy above the lowest of the compared OMol25 structures with the same formula, charge and spin is 5.6 kcal/mol. For the gap between HOMO and LUMO, the calculation gives 6.80 eV. For the calculated total energy, the calculation gives -280906.26733 eV. Its total charge is 0.



Record 8
This record from the OMol25 dataset describes a cluster of 3 separate species, C29H28N6O5S in total. The level of theory is ωB97M-V/def2-TZVPD.

Geometry as XYZ:
```
69
C29H28N6O5S (ωB97M-V/def2-TZVPD)
S 1.625 -3.678 7.422
O 0.946 -2.011 9.746
O -3.087 7.532 -1.937
O 3.957 2.649 -8.070
O -1.506 4.083 -5.640
O 1.201 2.247 -3.556
N -0.471 -1.808 7.816
N 2.518 -3.589 0.731
N 0.695 -1.707 1.845
N 0.917 -2.808 2.522
N -0.948 -0.974 8.802
N 2.296 -2.488 0.053
C 3.324 2.556 -7.035
C -3.138 0.419 -0.813
C -2.908 -2.084 1.067
C -1.038 5.158 -3.600
C -0.114 -1.056 9.956
C 0.665 -2.432 8.416
C 2.028 -5.075 2.725
C 3.948 2.037 -5.798
C 1.798 -3.687 1.912
C -3.158 5.589 -4.906
C 1.384 -1.627 0.642
C -1.926 -0.565 -1.011
C -4.186 0.128 0.286
C 3.256 1.937 -4.663
C -1.435 6.027 -2.669
C 2.270 -4.763 4.295
C -2.724 6.742 -2.786
C 1.105 -5.371 5.246
C -4.082 -1.098 1.249
C 0.670 -0.622 -1.749
C -1.869 4.875 -4.789
C 0.444 -4.130 6.057
C -0.847 -0.245 -2.140
C -3.556 6.458 -3.976
C 1.211 2.858 -5.828
C 1.068 -0.289 -0.227
C -1.891 -1.792 -0.059
C 1.835 2.339 -4.593
C 1.903 2.958 -6.964
H -1.138 -0.706 -3.157
H 1.600 -6.037 6.034
H 0.314 -3.208 5.377
H -0.551 -4.405 6.552
H -0.097 4.626 -3.529
H -0.856 0.900 -2.301
H 1.461 3.336 -7.878
H 1.337 0.056 -2.406
H -1.039 -2.531 -0.212
H -0.252 -0.466 10.925
H -4.496 6.990 -4.047
H 4.988 1.747 -5.868
H 0.898 -1.700 -2.041
H 1.112 -5.765 2.646
H 2.040 0.337 -0.192
H 2.944 -5.640 2.354
H -4.833 -1.304 2.085
H -3.754 5.368 -5.783
H -0.839 6.247 -1.793
H 3.282 -5.178 4.660
H 2.317 -3.631 4.523
H -2.724 -3.017 1.706
H 3.698 1.560 -3.748
H -5.079 0.832 0.412
H 0.279 0.371 0.294
H -3.279 1.336 -1.482
H 0.322 -5.963 4.645
H 0.166 3.149 -5.757
```

Its SMILES is c1ccc(CCCc2nnc(CCCCSc3nnco3)nn2)cc1.O=C1C=CC(=O)C=C1.O=C1C=CC(=O)C=C1. For the gap between HOMO and LUMO, the calculation gives 6.68 eV. For the calculated total energy, the calculation gives -60527.77223 eV. Its total charge is 0.



Record 9
This record from the OMol25 dataset describes a structure of composition H8NaO4. The level of theory is ωB97M-V/def2-TZVPD.

Geometry as XYZ:
```
13
H8NaO4 (ωB97M-V/def2-TZVPD)
Na 0.022 -0.959 0.363
O 2.639 -1.549 2.873
O 1.300 -0.865 -3.253
O -0.201 3.036 -0.067
O -3.763 -1.008 0.286
H 2.259 -1.314 3.720
H 1.654 -0.109 -3.722
H 0.213 3.704 -0.614
H 3.565 -1.701 3.059
H -4.096 -0.647 1.108
H 1.431 -1.601 -3.850
H -4.216 -0.510 -0.395
H -0.806 3.524 0.492
```

The energy above the lowest of the compared OMol25 structures with the same formula, charge and spin is 40.2 kcal/mol. For the gap between HOMO and LUMO, the calculation gives 10.35 eV. For the calculated total energy, the calculation gives -12731.00332 eV. Its total charge is +1.



Let's list F_max in order: 4.13; 4.44; 0.57; 1.29; 4.34; 3.96; 0.41; 6.08; 0.59 eV Å⁻¹.